# 1
The following is a quantum chemistry calculation of C31H32F2N3O3TeTi as an isolated structure, from the OMol25 dataset.

The geometry in XYZ format:
```
73
Properties=species:S:1:pos:R:3:mulliken_charge:R:1
C 3.00 0.50 -0.45 -0.340
H 3.71 -2.42 -2.56 0.524
C 3.94 0.94 -1.37 0.159
C 0.58 4.32 3.59 -0.931
H -0.02 3.60 -3.21 0.667
C -3.65 -3.12 -4.72 -0.597
H -1.14 5.06 1.61 0.403
C -3.29 -4.13 -3.84 -0.611
H -1.80 3.44 1.30 0.166
H -2.46 3.98 -3.26 0.508
C 0.47 -1.45 -2.30 0.154
H -4.07 -3.37 -5.69 0.426
H -1.86 -2.56 2.81 0.218
C -2.04 3.19 -2.65 -0.809
F 1.91 2.73 -3.70 -0.327
C -1.37 4.09 2.06 -0.927
C -1.27 -3.00 3.60 -0.980
O 1.78 0.47 2.30 -0.012
N -0.97 1.18 -1.08 1.837
C 1.24 -2.47 -0.24 -0.048
H -2.10 4.24 2.86 0.402
H 1.59 4.57 3.26 0.375
H -3.95 2.52 -1.86 0.644
H 3.35 -0.09 0.39 0.679
H 3.27 -3.17 -0.25 0.515
C 3.59 1.69 -2.48 -0.808
H 1.41 -3.24 4.94 0.360
C -0.67 2.97 -2.63 -0.970
H 1.91 -1.34 -3.88 0.530
F 5.21 0.61 -1.19 -0.331
H -2.49 -4.61 -1.91 0.422
C 0.21 -1.87 -0.98 0.121
H 1.02 -2.93 0.72 0.712
H 1.56 -0.04 4.31 0.595
C 2.74 -2.24 -2.11 -0.546
H -0.97 -4.01 3.31 0.352
C 0.64 -2.50 5.12 -0.870
N -0.14 3.52 2.60 0.121
C -2.62 -2.48 -2.25 0.420
C -2.87 2.39 -1.87 -0.882
O -0.22 -1.08 1.91 -0.576
C 1.28 1.62 -1.72 -0.501
C 1.73 -1.63 -2.85 -0.696
O -0.34 1.63 1.37 -0.431
C -2.99 -1.46 -3.11 0.167
C 1.66 0.81 -0.63 1.599
H 2.47 -1.17 3.30 0.435
C -2.30 1.41 -1.09 -1.226
C -3.49 -1.78 -4.36 -0.684
C 1.64 1.83 2.69 -1.386
C -0.15 1.95 -1.85 0.227
Te -1.83 -2.09 -0.30 0.704
C 0.35 -1.30 3.03 0.719
H 1.09 -1.61 5.56 0.369
H 2.44 2.39 2.20 0.466
H -0.07 -2.91 5.84 0.308
H -3.78 -1.00 -5.05 0.442
Ti 0.03 0.08 0.34 -1.445
H 1.75 1.96 3.76 0.704
H 0.64 3.79 4.55 0.337
H -3.42 -5.17 -4.12 0.420
C -2.77 -3.82 -2.60 -0.635
H 0.04 5.24 3.76 0.394
C 1.60 -0.50 3.32 -1.185
C 2.25 2.02 -2.63 0.902
H 4.32 2.00 -3.21 0.593
H -0.32 -1.04 -2.91 0.283
N -0.08 -2.18 3.88 0.108
C 2.50 -2.65 -0.81 -1.045
H -1.88 -3.07 4.50 0.438
H -2.90 -0.42 -2.82 0.310
C 0.30 2.36 2.20 0.956
H -2.91 0.79 -0.45 0.608
```

Gap between HOMO and LUMO: 6.70 eV
Relative energy (zero: lowest compared OMol25 entry of this formula, charge and spin): 0.458 eV
Total charge: +3
HOMO level: -16.500 eV

# 2
The following is a quantum chemistry calculation of C31H32IMoN7O7S3 as an isolated structure, from the OMol25 dataset.

The geometry in XYZ format:
```
82
Properties=species:S:1:pos:R:3:mulliken_charge:R:1
H 2.02 -1.39 0.88 0.505
H -0.55 -2.37 4.33 0.216
H 0.24 -4.55 0.47 0.296
H -3.63 4.93 0.44 0.462
C 4.94 -5.80 -0.83 -0.275
O -0.66 2.51 1.16 0.180
N 2.53 1.72 -2.93 0.123
H 3.11 1.09 4.26 0.260
H -2.65 -4.82 -2.67 0.447
C 1.78 -2.55 -0.90 -0.167
C -2.52 4.93 4.13 -0.631
C 1.40 1.24 -2.40 -0.907
C -2.63 -2.79 0.05 -0.359
C 3.17 2.44 -1.96 -0.702
H 2.55 2.83 0.11 0.060
C -1.13 -1.59 2.51 0.517
C 2.23 -3.63 -1.68 -1.085
H 1.32 3.30 1.98 0.275
S -3.87 2.33 -2.33 0.047
C -0.68 -4.22 0.01 -0.338
H -3.24 -2.04 0.53 0.626
H 1.48 3.14 3.73 0.618
I 3.89 3.63 2.70 0.224
H 4.77 -6.81 -0.47 0.272
C -3.49 0.27 -4.04 -0.627
H 3.95 -2.73 1.73 0.469
N 2.54 0.64 3.56 -0.177
H -3.22 -0.08 -5.04 0.468
H -0.94 -0.69 4.30 0.307
C 3.46 -2.97 0.80 -1.564
C -1.87 3.02 0.95 0.407
C -3.43 5.87 3.68 -0.412
C 3.89 -4.03 0.03 1.020
C 2.39 2.37 -0.85 -0.357
O 0.15 -1.95 -2.53 -0.668
O 4.89 -4.89 0.28 -0.492
H 4.03 1.77 -4.36 0.311
C 2.98 1.50 -4.30 -0.835
N -0.71 -1.53 3.79 -0.334
S -1.88 -0.18 1.87 -0.475
N -1.88 1.61 -0.77 0.261
H 2.86 0.46 -4.57 0.345
H 2.41 2.13 -4.99 0.329
C -2.49 1.38 -1.90 -0.012
C -2.30 -4.37 -1.75 -0.657
H 2.55 -0.36 3.49 0.236
H -4.96 1.82 -4.39 0.427
H -0.94 2.43 3.09 0.046
N -2.56 2.61 -0.06 -0.759
C 0.64 -1.78 -1.45 -0.059
H -0.54 -5.58 -1.63 0.461
C 3.28 -4.35 -1.19 0.788
N -0.94 -2.73 1.87 -0.081
C -1.44 -3.22 0.61 0.310
Mo -0.18 0.81 0.25 -0.392
H -3.29 2.34 -4.66 0.329
C -2.39 4.00 1.91 0.444
N 1.27 1.62 -1.14 0.769
C 2.38 -2.23 0.31 0.067
C -1.12 -4.80 -1.17 -0.659
O 1.30 0.75 1.72 0.730
C -3.33 4.94 1.48 -0.780
C -3.94 1.72 -4.04 -0.603
H -2.22 4.91 5.17 0.467
O -1.15 3.07 3.79 -0.693
O 0.15 -0.84 -0.60 1.886
H -0.40 -3.44 2.36 0.310
C 1.90 1.36 2.65 0.372
H -3.99 -3.05 -1.57 0.514
H 1.76 -3.87 -2.62 0.642
S -2.00 0.14 -3.00 0.012
H 5.91 -5.70 -1.33 0.273
C -2.00 3.99 3.26 0.546
C -3.85 5.87 2.35 -0.802
O 3.90 -5.43 -1.74 -0.496
H -4.25 -0.39 -3.62 0.281
H 4.11 2.93 -2.15 0.471
H -3.83 6.60 4.37 0.411
C -3.05 -3.37 -1.14 -0.766
H 0.70 0.63 -2.95 0.582
H -4.57 6.60 2.00 0.429
C 1.90 2.85 2.77 -1.686
```

Gap between HOMO and LUMO (spin up / spin down): 6.23 / 6.36 eV
Relative energy (zero: lowest compared OMol25 entry of this formula, charge and spin): 0.000 eV
2S+1: 3
Total charge: +2
HOMO level (spin up / spin down): -12.717 / -12.723 eV
Expectation value of S²: 2.02

# 3
The following is a quantum chemistry calculation of C31H32N10O3S2W as an isolated structure in a non-equilibrium geometry, from the OMol25 dataset.

The geometry in XYZ format:
```
79
Properties=species:S:1:pos:R:3:mulliken_charge:R:1
H 3.91 -2.29 -1.86 0.238
C 1.68 -1.09 2.66 -0.361
W 0.23 0.46 0.06 1.985
H 0.74 -2.73 -5.16 0.492
C -0.78 -3.93 0.35 -1.156
C -2.39 -0.42 -3.02 -1.193
C 2.06 1.65 -2.30 0.737
H -1.53 -0.77 2.27 0.095
C -4.95 0.81 -3.07 -0.989
H 3.74 2.21 -3.36 0.194
H -2.84 2.87 3.64 0.327
C -1.86 -2.19 4.69 0.341
C 2.38 -1.42 -0.63 0.542
H -1.24 3.58 3.97 0.354
C 1.35 -2.31 -0.17 0.694
C -1.25 1.99 2.62 0.582
H 2.58 -0.73 2.18 0.589
C -4.52 0.13 -4.17 -0.738
S 0.41 1.92 -2.06 -0.582
N -0.83 1.46 1.70 -0.571
C -0.79 -1.69 -4.10 0.764
C -0.61 -1.08 2.74 -0.076
O -0.44 3.67 0.19 -0.614
N 0.11 -1.76 -0.12 0.917
N -1.15 -1.00 -3.02 0.147
H 0.31 6.13 0.30 0.310
N 1.35 4.59 1.25 0.154
H 4.19 3.10 2.22 0.544
C -0.92 -2.58 0.11 -0.078
H -4.51 1.38 -1.05 0.531
H -1.67 2.00 4.66 0.363
C 0.50 -4.48 0.40 -0.960
C -1.62 -1.86 -5.22 -0.842
N 2.67 0.63 -1.67 -0.966
C 2.58 4.41 1.80 0.124
H -1.27 -2.46 -6.05 0.449
H -5.92 1.30 -3.08 0.397
H 0.65 -5.52 0.64 0.527
N 0.52 -0.68 2.13 0.300
H 2.72 -2.22 4.14 0.544
H 1.33 -1.65 -3.91 0.081
H 3.66 0.46 -1.75 0.164
C 1.76 -1.91 3.77 -1.357
H -3.19 -1.23 3.39 0.158
C -4.15 0.87 -1.93 -0.608
S -2.19 0.33 -0.26 -0.400
H -0.18 5.85 1.96 0.279
C 0.55 -2.35 -4.16 -1.095
N -3.04 -1.66 4.28 -0.262
C -1.78 2.65 3.79 -1.452
C 3.79 -1.85 -0.86 -2.058
H -5.12 0.06 -5.06 0.417
H 0.58 -2.94 5.27 0.563
N 1.92 -0.23 -0.93 1.364
N 1.29 2.30 0.68 0.556
H -1.91 -2.14 0.07 0.342
H 4.08 -2.60 -0.13 0.542
C 0.68 5.88 1.29 -0.868
C 0.59 -2.30 4.40 -0.545
H 3.03 5.28 2.26 0.395
C 1.57 -3.66 0.12 -1.082
C -2.84 -1.26 -5.26 -1.068
C 0.67 3.53 0.67 0.196
C -2.90 0.28 -1.88 1.449
N 2.78 2.42 -3.11 -0.400
H -3.49 -1.36 -6.12 0.437
H 4.49 -1.03 -0.76 0.682
C -0.63 -1.85 3.89 0.414
O -1.75 -2.84 5.71 -0.616
H 0.60 -3.20 -3.47 0.160
C 2.54 2.10 1.21 0.419
C -3.26 -0.50 -4.16 1.009
H -3.85 -1.89 4.84 0.253
O 2.99 0.93 1.14 -0.590
H 1.37 6.65 1.62 0.326
H 2.32 3.16 -3.62 0.276
C 3.21 3.22 1.79 -1.236
H -1.65 -4.56 0.49 0.561
H 2.57 -4.05 0.10 0.479
```

Gap between HOMO and LUMO (spin up / spin down): 5.78 / 5.43 eV
Relative energy (zero: lowest compared OMol25 entry of this formula, charge and spin): 2.548 eV
2S+1: 3
Total charge: +2
HOMO level (spin up / spin down): -12.293 / -12.512 eV
Expectation value of S²: 2.03